14
Properties=species:S:1:pos:R:3 method="wB97M-V/def2-TZVPD" lumo_energy_ev=1.112 largest_force_ev_per_a=1.19 de_lowest_kj_mol=162.1 smiles=C1COCCO1
O 0.06339 0.09772 1.42705
O 0.02468 -0.07018 -1.39110
C -0.14043 1.22649 0.59964
C 0.14136 -1.24071 -0.60360
C 0.59994 1.04456 -0.72117
C -0.48933 -1.03373 0.76984
H 1.20235 -1.51922 -0.49522
H 1.69011 0.88084 -0.63868
H 0.42429 1.92103 -1.34576
H -1.20433 1.35452 0.33756
H -1.57031 -0.86680 0.64575
H -0.33425 -1.90875 1.40925
H -0.37336 -2.04322 -1.14525
H -0.03411 2.15746 1.15170